68
Properties=species:S:1:pos:R:3 method="wB97M-V/def2-TZVPD" e_above_lowest_kcal_mol=47.6 homo_energy_ev="-16.93 / -19.94" energy_ha=-4439.29750 homo_lumo_gap_ev="5.3 / 3.7" max_force_ha_per_bohr=0.0879 charge=+4 spin_multiplicity=5
Pt -0.207 -0.569 0.569
P 0.142 1.419 1.849
P -2.492 -0.005 0.351
P 2.118 -0.631 0.141
H -1.325 -1.329 -1.904
C -0.448 -1.558 -1.297
C -0.628 -2.515 -0.233
H -1.618 -2.984 -0.115
C 0.296 2.975 0.884
C -1.138 1.884 3.093
C 1.639 1.536 2.924
C -3.471 -0.934 -0.872
C -3.457 -0.269 1.876
C -2.844 1.735 -0.134
C 2.680 -1.762 -1.182
C 3.068 -1.228 1.584
C 2.879 0.947 -0.405
H 0.408 -1.778 -1.928
H 0.209 -3.176 0.008
H 0.390 3.818 1.584
H -0.575 3.144 0.244
H 1.183 2.946 0.245
H -0.770 2.728 3.696
H -1.335 1.045 3.769
H -2.080 2.188 2.627
H 1.566 2.468 3.504
H 2.574 1.569 2.360
H 1.704 0.708 3.636
H -4.531 -0.809 -0.640
H -3.210 -1.996 -0.828
H -3.296 -0.525 -1.875
H -4.510 -0.048 1.643
H -3.119 0.392 2.679
H -3.347 -1.309 2.206
H -3.894 1.803 -0.463
H -2.198 2.000 -0.986
H -2.685 2.435 0.698
H 3.749 -1.598 -1.360
H 2.176 -1.534 -2.125
H 2.488 -2.797 -0.877
H 4.120 -1.314 1.285
H 2.679 -2.206 1.886
H 2.987 -0.546 2.433
H 3.878 0.717 -0.805
H 2.982 1.660 0.422
H 2.268 1.376 -1.213
C 0.292 2.004 -4.062
C 0.299 0.669 -3.613
C 0.623 -0.347 -4.517
C 1.049 -0.029 -5.809
C 1.096 1.300 -6.227
C 0.698 2.321 -5.369
Se -0.350 3.384 -2.894
H 1.029 3.742 -2.508
H 0.041 0.471 -2.566
H 0.570 -1.394 -4.225
H 1.337 -0.834 -6.477
H 1.449 1.530 -7.225
H 0.712 3.360 -5.693
N -0.250 -2.530 4.521
C -0.671 -3.647 3.799
C -0.741 -3.234 2.493
N -0.361 -1.906 2.399
C -0.066 -1.509 3.638
H -0.109 -2.458 5.539
H -0.902 -4.610 4.233
H -1.017 -3.830 1.654
H 0.266 -0.527 3.956

***

76
Properties=species:S:1:pos:R:3 method="wB97M-V/def2-TZVPD" e_above_lowest_kcal_mol=0.0 homo_energy_ev="-13.63 / -13.88" energy_ha=-2534.91478 homo_lumo_gap_ev="7.1 / 6.5" max_force_ha_per_bohr=0.0094 charge=+2 spin_multiplicity=1
Tl -1.353 -0.278 -0.557
C -0.827 -2.054 4.642
N -0.618 -1.916 3.203
C 0.404 -0.962 2.818
C -1.526 -2.312 2.291
O -1.655 -1.709 1.187
N -2.316 -3.374 2.563
C -1.836 -4.540 3.299
C -3.483 -3.625 1.730
H -0.790 -1.062 5.097
H -0.055 -2.673 5.100
H -1.801 -2.485 4.847
H 1.293 -1.138 3.423
H 0.072 0.067 2.987
H 0.666 -1.096 1.770
H -0.819 -4.386 3.645
H -1.844 -5.403 2.631
H -2.476 -4.759 4.154
H -3.849 -2.696 1.307
H -4.263 -4.066 2.350
H -3.248 -4.318 0.918
O 0.679 -1.324 -0.620
S 1.573 -1.566 -1.849
C 2.788 -2.772 -1.256
C 2.776 -3.923 -2.256
C 1.302 -4.156 -2.578
C 0.730 -2.781 -2.907
H 2.415 -3.079 -0.277
H 3.749 -2.275 -1.145
H 3.263 -4.804 -1.841
H 3.322 -3.645 -3.160
H 0.791 -4.573 -1.708
H 1.163 -4.847 -3.408
H -0.334 -2.662 -2.710
H 0.931 -2.474 -3.934
O -3.538 -0.450 -3.788
N -3.188 -1.529 -3.471
O -2.682 -1.975 -2.489
C 0.514 1.284 -5.095
N -0.427 1.910 -4.163
C -0.815 3.204 -4.313
C -1.681 3.792 -3.462
C -2.175 2.988 -2.392
N -1.797 1.727 -2.257
C -0.929 1.160 -3.124
O -0.586 -0.027 -2.984
N -3.025 3.498 -1.493
H 0.556 1.884 -5.999
H 0.164 0.285 -5.337
H 1.504 1.220 -4.646
H -0.388 3.728 -5.157
H -1.995 4.814 -3.601
H -3.431 4.408 -1.631
H -3.436 2.897 -0.800
C -1.183 4.338 2.114
C 0.284 4.663 1.872
C 0.889 3.868 0.722
S 0.869 2.086 1.049
O 0.099 1.483 -0.137
C 2.580 1.667 0.688
C 3.556 2.156 1.754
C 3.335 1.538 3.129
H -1.581 4.922 2.942
H -1.329 3.283 2.363
H -1.780 4.561 1.228
H 0.867 4.495 2.780
H 0.396 5.722 1.629
H 1.920 4.158 0.517
H 0.307 3.966 -0.198
H 2.793 2.082 -0.299
H 2.570 0.577 0.614
H 3.525 3.247 1.819
H 4.558 1.910 1.398
H 2.335 1.738 3.519
H 4.050 1.938 3.846
H 3.473 0.455 3.097